50
Properties=species:S:1:pos:R:3:forces:R:3:mulliken_charge:R:1 method="wB97M-V/def2-TZVPD" orbital_gap_ev=8.44 spin_multiplicity=1 smiles=Nc1ccnc(N2CCC3(CC2)O[C@@H](c2ccccc2)c2ccccc23)c1 de_lowest_kcal_mol=23.97 energy_ev=-30742.244 mol_weight_da=357.457
O 1.333 -0.674 -1.022 0.8 -0.4 -0.6 -0.530
N -1.762 4.511 5.338 0.0 0.1 1.3 -0.501
N 0.134 0.919 4.470 -0.1 -0.2 -0.6 -0.494
N -0.394 1.075 2.202 0.1 -0.2 -0.2 0.240
C 0.039 -0.345 2.031 0.0 0.1 0.0 -0.992
C 0.177 -0.027 -0.487 0.8 -0.5 0.2 2.180
C 3.283 -3.661 -4.048 -1.7 1.2 1.0 -0.614
C -0.083 -0.356 -2.810 -0.5 0.2 -0.1 0.288
C -2.084 0.083 -4.095 -0.1 -0.4 0.0 -0.570
C -2.769 0.406 -2.904 0.3 -0.3 -0.1 -0.915
C 1.345 -4.548 -2.919 0.0 1.5 0.0 -0.722
C 0.953 -3.238 -2.544 0.7 -1.5 -0.2 -0.183
C -0.386 1.934 1.003 0.4 -0.2 0.1 -0.933
C 2.894 -2.358 -3.647 -0.3 -1.1 0.3 -0.480
C -0.559 2.563 6.030 0.2 -0.1 1.0 -0.455
C -0.752 -0.328 -4.033 0.3 0.1 0.4 -0.838
C 1.722 -2.148 -2.892 1.0 0.2 -0.8 0.161
C 0.049 1.360 5.719 -0.8 1.2 -1.5 -0.653
C 2.484 -4.755 -3.699 -0.1 0.2 0.0 -0.454
C -1.112 3.345 5.034 -0.4 -0.9 -1.6 0.541
C 0.621 1.374 -0.014 -0.5 -0.1 1.0 -1.514
C -2.078 0.381 -1.688 0.2 -0.1 -0.8 -0.342
C -0.732 0.027 -1.652 -1.0 0.2 -0.7 -0.194
C -0.434 1.645 3.465 0.4 -1.1 0.5 0.089
C -1.092 2.843 3.711 0.1 1.0 0.5 -0.188
C -0.330 -0.947 0.657 0.9 1.2 0.4 -1.092
C 1.326 -0.756 -2.463 0.3 0.5 0.3 0.213
H -0.463 -1.001 2.749 0.2 0.5 0.4 0.549
H -0.192 -0.637 -4.907 -0.2 0.0 -0.2 0.487
H -0.603 2.898 7.061 0.1 0.0 0.0 0.373
H 2.057 -0.003 -2.843 -0.3 -0.5 0.0 0.309
H 0.137 -1.942 0.544 -0.1 0.6 0.1 0.326
H -0.171 2.998 1.218 0.2 -0.6 0.3 0.579
H 2.723 -5.763 -4.036 0.1 0.3 0.1 0.373
H -1.392 -1.092 0.600 -0.7 0.1 -0.1 0.458
H -1.372 1.947 0.570 -0.6 0.0 -0.4 0.379
H -2.314 4.487 6.190 0.3 0.3 -0.4 0.203
H 1.608 1.330 0.457 -0.1 -0.3 0.1 0.398
H -2.594 0.615 -0.781 -0.3 0.1 0.4 0.470
H 0.749 2.058 -0.839 -0.2 0.1 -0.5 0.502
H 0.481 0.774 6.486 0.4 -0.7 0.6 0.427
H 3.543 -1.524 -3.878 -0.1 0.1 -0.1 0.341
H -1.608 3.398 2.920 0.2 -0.3 0.3 0.291
H 0.086 -3.113 -1.927 -0.4 0.1 0.2 0.397
H 0.727 -5.358 -2.591 -0.1 -0.4 0.0 0.401
H 4.173 -3.742 -4.604 0.9 -0.4 -0.6 0.443
H -3.846 0.605 -2.869 0.5 0.1 -0.3 0.391
H -2.568 0.039 -5.083 0.0 0.2 0.7 0.362
H -2.077 5.110 4.616 -0.4 0.2 -0.5 0.189
H 1.124 -0.409 2.203 -0.3 -0.2 0.0 0.303

---

27
Properties=species:S:1:pos:R:3:forces:R:3:mulliken_charge:R:1 method="wB97M-V/def2-TZVPD" orbital_gap_ev=8.92 spin_multiplicity=1 smiles=Cc1c[nH]c2ccccc12.CC de_lowest_kcal_mol=15.07 energy_ev=-13140.138 mol_weight_da=161.248
N 0.261 -1.667 1.928 0.2 -0.5 -0.2 -0.216
C 1.706 0.371 1.922 -0.5 0.4 0.2 -0.516
C -0.868 -2.019 1.198 -0.5 0.1 -0.4 -0.674
C -1.282 -1.000 0.416 -0.2 0.4 -0.1 0.733
C -2.535 -0.968 -0.396 0.2 0.1 -0.2 -1.346
C 0.335 0.559 -4.366 -0.2 0.1 0.0 -0.929
C 0.760 2.204 0.631 -0.7 -0.1 1.4 -0.659
C -0.342 0.084 0.610 -0.8 -0.3 0.9 0.914
C -0.365 1.438 0.317 1.2 1.3 -0.6 -0.300
C 0.272 -0.089 -2.966 -0.4 0.4 -0.4 -0.271
C 1.749 1.686 1.471 1.0 -1.0 -0.3 -0.490
C 0.611 -0.386 1.541 0.3 0.0 -0.7 -0.438
H 0.655 0.596 -2.208 0.5 -0.4 0.0 0.098
H 0.765 -1.063 -2.987 0.0 0.2 0.5 0.393
H 0.984 -2.358 2.059 -0.1 0.1 0.3 0.260
H 0.904 -0.026 -5.093 0.0 0.0 0.2 0.261
H -3.197 -1.774 -0.075 -0.1 0.2 -0.1 0.372
H -0.768 -0.216 -2.654 0.1 -0.3 -0.2 -0.108
H 2.660 2.216 1.713 -0.2 0.5 0.1 0.361
H 0.721 3.278 0.513 0.1 0.0 -0.5 0.378
H 2.411 -0.021 2.640 0.2 0.1 -0.1 0.363
H -2.350 -1.076 -1.469 0.1 -0.2 0.1 0.254
H -0.668 0.667 -4.791 0.2 0.1 0.0 0.261
H -3.023 0.003 -0.305 -0.2 -0.1 0.2 0.286
H 0.799 1.549 -4.315 -0.1 -0.1 -0.1 0.284
H -1.139 2.024 -0.158 -0.4 -0.7 -0.3 0.320
H -1.426 -2.937 1.299 0.5 -0.3 0.3 0.409

---

30
Properties=species:S:1:pos:R:3:forces:R:3:mulliken_charge:R:1 method="wB97M-V/def2-TZVPD" orbital_gap_ev=9.60 spin_multiplicity=1 smiles="O=C1Nc2c(cc(F)c(F)c2F)[C@@](C#CC2CC2)(C(F)(F)F)O1" de_lowest_kcal_mol=0.00 energy_ev=-36518.897 mol_weight_da=335.203
F 0.273 -3.080 -1.058 -0.8 1.7 0.0 -0.259
F -0.903 4.237 -3.247 0.4 -1.3 0.9 -0.288
F 1.648 3.255 -3.287 -0.3 -0.4 0.5 -0.299
F -2.867 2.790 -1.904 -0.2 0.2 0.1 -0.302
F -1.524 -1.827 -1.511 1.3 0.0 0.6 -0.251
F 0.225 -1.749 -2.760 0.3 0.5 0.6 -0.278
O 1.838 -0.826 -0.360 -1.5 -0.2 -0.5 -0.364
O 3.762 -0.695 -1.491 -1.4 -0.4 1.1 -0.670
N 2.336 0.886 -1.886 -1.7 1.2 -0.6 -0.139
C 0.406 -0.676 -0.580 -0.3 0.7 1.2 1.979
C -1.258 1.184 -1.220 0.3 0.4 -0.3 -0.593
C -0.088 -1.218 4.412 -1.3 -0.4 0.2 -0.664
C -1.184 -2.215 3.979 1.2 0.4 -1.0 -0.629
C -1.055 -0.849 3.294 -0.4 1.2 0.5 -0.030
C -0.599 3.106 -2.545 -0.1 -0.2 -0.3 0.510
C 0.050 0.671 -1.219 -0.5 1.1 -0.6 -0.017
C -0.160 -1.839 -1.469 0.0 -1.7 -0.6 0.747
C -0.125 -0.722 0.798 -0.6 -0.3 0.2 -1.272
C 1.040 1.402 -1.874 -0.1 0.4 -0.5 -0.378
C -0.530 -0.749 1.935 -0.2 -0.3 -0.1 -0.057
C 0.717 2.602 -2.557 -0.9 -0.1 0.3 0.698
C 2.639 -0.266 -1.242 4.6 -0.5 -1.9 0.425
C -1.609 2.375 -1.872 1.9 -0.6 -0.1 -0.108
H -2.039 -2.368 4.634 0.3 0.0 -0.2 0.271
H -1.768 -0.012 3.555 0.6 -1.3 -0.4 0.385
H 2.960 1.144 -2.649 -0.1 -0.2 0.6 0.268
H -2.018 0.634 -0.710 -0.5 -0.2 0.2 0.528
H -0.237 -0.764 5.410 0.2 -0.1 -0.9 0.247
H 0.927 -1.357 4.089 0.2 -0.3 0.1 0.286
H -0.861 -3.073 3.336 -0.4 0.8 0.8 0.251

---

58
Properties=species:S:1:pos:R:3:forces:R:3:mulliken_charge:R:1 method="wB97M-V/def2-TZVPD" orbital_gap_ev=9.60 spin_multiplicity=1 smiles="CCOCCOC[C@@]1(c2ccccn2)C[C@@H](OC[C@H](C)O)C(=O)O1.CCO" de_lowest_kcal_mol=22.86 energy_ev=-36025.990 mol_weight_da=385.457
O 0.026 5.239 1.897 0.1 -0.1 0.0 -0.456
O 0.433 -0.934 -4.028 0.7 -0.1 -1.2 -0.588
O -1.181 -1.898 -2.832 -0.2 -0.5 -0.1 -0.459
O 0.570 -2.511 -1.051 0.0 0.0 0.0 -0.018
O 0.092 0.215 1.494 0.0 0.0 -0.3 -0.497
O 3.354 -2.450 -1.325 0.1 -0.1 0.2 -0.381
O 0.648 0.348 -1.160 0.0 0.5 -0.5 -0.079
N -3.924 -1.833 -2.357 0.0 -0.1 0.5 -0.426
C 1.700 2.014 1.807 -0.6 -0.4 0.1 -1.523
C 0.933 6.552 3.742 0.0 -0.1 0.0 -1.018
C -1.652 -1.748 -1.503 -0.8 1.1 0.4 2.862
C 1.322 -3.568 -0.518 0.2 -0.1 0.2 -0.564
C -5.210 -2.132 -2.217 -0.3 -0.1 0.0 -0.390
C 4.011 -2.020 -0.137 -0.2 0.2 -0.3 -0.358
C -0.740 -2.507 -0.547 0.2 -0.2 -0.1 -1.538
C -0.425 0.245 -2.078 -0.3 -1.2 0.5 -0.304
C 2.678 -3.670 -1.194 -0.1 0.0 -0.2 -0.893
C 1.109 6.070 2.314 -0.2 0.1 0.0 -0.254
C -1.680 -0.212 -1.369 -0.5 0.8 -0.6 -1.262
C -3.579 -2.774 -0.192 0.0 0.1 0.3 -0.532
C 3.647 -0.574 0.130 0.0 -0.2 0.0 -0.850
C -0.288 -0.919 -3.100 0.2 0.5 1.1 0.067
C 0.454 1.530 1.044 0.1 0.0 0.4 0.398
C -3.108 -2.144 -1.341 -0.4 -0.8 -0.6 -0.405
C -4.929 -3.086 -0.051 0.1 0.4 -0.8 -0.687
C -5.773 -2.757 -1.108 0.6 0.0 0.4 -0.423
C 0.586 1.605 -0.498 0.2 -0.2 0.2 -1.154
H 1.429 -3.461 0.570 0.0 0.2 0.1 0.350
H -0.257 2.188 -0.862 -0.1 0.1 -0.2 0.408
H -0.710 0.301 2.012 0.0 -0.1 0.1 0.334
H 2.731 -0.542 0.708 -0.2 0.2 0.2 0.042
H 1.776 7.169 4.054 0.0 0.0 0.0 0.332
H -1.085 -3.543 -0.479 -0.1 -0.1 0.0 0.749
H 0.849 5.704 4.421 0.0 0.0 0.0 0.277
H 2.477 2.372 1.143 0.2 0.2 0.0 0.355
H -2.504 0.134 -1.998 -0.2 -0.3 -0.1 0.456
H 3.696 -2.633 0.706 0.1 -0.2 0.1 0.282
H 1.394 2.774 2.520 0.2 0.3 -0.1 0.260
H 3.435 -0.075 -0.810 0.2 0.1 -0.1 0.203
H 2.543 -4.067 -2.197 0.0 0.1 -0.2 0.368
H 2.011 5.466 2.223 0.0 0.0 -0.1 0.263
H 4.454 -0.073 0.658 0.0 0.2 0.1 0.466
H 5.086 -2.146 -0.276 0.1 0.0 0.0 0.393
H -5.860 -1.870 -3.042 0.1 0.1 -0.1 0.393
H 1.494 2.156 -0.742 0.1 0.1 -0.1 0.456
H 3.275 -4.393 -0.630 0.1 -0.1 0.0 0.445
H 2.068 1.182 2.397 0.3 -0.2 -0.1 0.382
H -0.542 1.128 -2.703 0.0 0.3 0.2 0.774
H -0.356 2.199 1.327 -0.1 0.1 -0.1 0.570
H -1.913 0.209 -0.397 0.5 -0.2 0.4 0.477
H -2.897 -2.996 0.615 0.0 -0.1 0.1 0.394
H 0.019 7.143 3.840 0.0 0.1 0.0 0.311
H 0.809 -4.523 -0.689 -0.1 -0.1 0.0 0.382
H -6.831 -2.957 -1.063 -0.1 0.0 -0.1 0.383
H -0.782 5.757 1.955 0.0 0.0 0.0 0.268
H -5.301 -3.560 0.842 0.0 -0.1 0.1 0.426
H -0.782 -2.044 0.442 0.1 0.0 0.1 0.220
H 1.198 6.921 1.631 0.1 0.0 0.0 0.315